{
  "formula": "C24H35N3O5S",
  "method": "ωB97M-V/def2-TZVPD",
  "symbols": ["C", "C", "N", "C", "C", "C", "O", "N", "C", "C", "C", "O", "C", "C", "C", "C", "O", "C", "C", "C", "S", "O", "O", "N", "C", "C", "C", "C", "C", "C", "C", "C", "C", "H", "H", "H", "H", "H", "H", "H", "H", "H", "H", "H", "H", "H", "H", "H", "H", "H", "H", "H", "H", "H", "H", "H", "H", "H", "H", "H", "H", "H", "H", "H", "H", "H", "H", "H"],
  "coordinates": [[-1.7402, -4.8016, -2.1703], [-1.8179, -4.8877, -0.6480], [-1.6271, -3.5874, -0.0315], [-2.7163, -2.8504, 0.2597], [-2.7054, -1.6098, 0.8171], [-4.0466, -0.9773, 1.0306], [-5.0715, -1.5733, 0.7268], [-4.0269, 0.2490, 1.5705], [-5.2409, 0.9928, 1.7914], [-5.5663, 1.9533, 0.6419], [-4.6199, 3.1571, 0.5766], [-3.2614, 2.8576, 0.3634], [-2.8890, 2.2841, -0.8809], [-3.3167, 3.1206, -2.0897], [-1.3681, 2.1582, -0.8264], [-1.4475, -0.9873, 1.1655], [-1.3250, 0.1103, 1.7051], [-0.2681, -1.7880, 0.7940], [0.9957, -1.2449, 1.0383], [2.1284, -1.9242, 0.6729], [3.7490, -1.2323, 1.0087], [4.6492, -1.7440, 0.0082], [4.0764, -1.4787, 2.3819], [3.4247, 0.3956, 0.8325], [4.1700, 1.2907, 1.6924], [5.5699, 1.5627, 1.1457], [5.4839, 2.1164, -0.2786], [6.8737, 2.3767, -0.8512], [4.7129, 1.1209, -1.1485], [3.3389, 0.8319, -0.5442], [2.0337, -3.1707, 0.0678], [0.8009, -3.7355, -0.1683], [-0.3756, -3.0579, 0.1906], [-0.7735, -4.4216, -2.4909], [-2.5130, -4.1355, -2.5464], [-1.8900, -5.7863, -2.6040], [-1.0743, -5.5857, -0.2585], [-2.8038, -5.2539, -0.3540], [-3.6802, -3.2882, 0.0329], [-3.1309, 0.7033, 1.7250], [-5.1445, 1.5514, 2.7260], [-6.0501, 0.2623, 1.8835], [-6.5791, 2.3352, 0.7808], [-5.5427, 1.3987, -0.2976], [-4.9886, 3.8600, -0.1839], [-4.6259, 3.6717, 1.5426], [-3.3288, 1.2763, -0.9722], [-2.8420, 2.7256, -2.9840], [-4.3939, 3.0924, -2.2367], [-3.0045, 4.1538, -1.9541], [-1.0027, 1.5865, -1.6756], [-1.0795, 1.6608, 0.0949], [-0.9189, 3.1476, -0.8376], [1.0583, -0.2760, 1.5083], [4.2197, 0.8112, 2.6702], [3.6002, 2.2224, 1.7757], [6.1271, 0.6232, 1.1368], [6.0883, 2.2672, 1.7984], [4.9293, 3.0629, -0.2513], [7.4147, 3.0889, -0.2323], [6.8030, 2.7800, -1.8589], [7.4440, 1.4516, -0.8903], [5.2674, 0.1829, -1.2040], [4.5896, 1.5140, -2.1594], [2.8349, 0.0381, -1.1004], [2.7107, 1.7293, -0.5685], [2.9436, -3.6743, -0.2178], [0.7592, -4.7028, -0.6405]],
  "forces_ev_per_a": [[0.013, -0.061, 0.235], [-0.013, -0.347, -0.501], [-0.209, 0.105, 0.197], [-0.165, 0.308, 0.165], [-0.016, 0.010, -0.051], [0.241, -0.033, 0.093], [-0.288, -0.152, -0.123], [0.185, 0.240, 0.124], [-0.414, 0.003, -0.280], [0.465, 0.062, 0.212], [-0.433, 0.048, -0.049], [0.222, -0.033, 0.053], [0.293, -0.087, -0.338], [-0.097, -0.215, 0.416], [-0.413, -0.034, 0.150], [-0.074, -0.218, -0.083], [0.089, 0.021, 0.090], [0.218, -0.162, -0.065], [-0.127, -0.032, 0.009], [0.387, 0.402, 0.056], [-0.550, 0.006, 0.029], [-0.222, 0.080, -0.114], [-0.055, 0.223, 0.162], [0.068, -1.112, 0.235], [0.499, 0.030, 0.577], [-0.343, 0.250, -0.095], [0.284, -0.243, -0.069], [-0.312, 0.076, 0.099], [-0.172, 0.234, 0.158], [0.040, -0.066, -0.704], [-0.005, -0.102, -0.073], [0.066, -0.069, 0.024], [0.471, 0.475, 0.232], [0.077, 0.026, -0.061], [-0.064, 0.053, -0.053], [-0.004, -0.093, -0.089], [-0.123, 0.057, 0.052], [0.155, 0.042, 0.082], [-0.006, -0.045, -0.012], [-0.023, -0.239, -0.029], [-0.039, -0.048, -0.001], [0.107, 0.154, 0.118], [-0.056, 0.037, -0.052], [-0.106, -0.032, -0.054], [0.062, -0.010, 0.094], [-0.109, 0.025, -0.091], [0.040, 0.125, 0.058], [0.025, -0.039, -0.107], [-0.103, 0.049, -0.078], [0.045, 0.122, -0.002], [0.060, -0.050, -0.127], [0.071, -0.042, 0.021], [0.076, 0.157, -0.054], [-0.072, 0.099, 0.024], [-0.015, 0.259, 0.045], [-0.018, -0.081, 0.003], [0.127, -0.017, 0.028], [0.059, -0.013, 0.038], [-0.021, 0.005, 0.023], [0.118, 0.075, 0.037], [0.057, 0.042, -0.125], [0.100, -0.117, -0.015], [0.049, 0.042, -0.091], [0.007, -0.008, -0.053], [-0.101, 0.182, -0.148], [-0.030, -0.091, -0.001], [0.048, -0.150, -0.097], [-0.022, -0.081, -0.057]],
  "nbo_charge": [-0.62, -0.20, -0.36, 0.14, -0.31, 0.67, -0.67, -0.61, -0.23, -0.44, -0.06, -0.55, 0.10, -0.64, -0.63, 0.51, -0.63, -0.10, -0.13, -0.35, 2.32, -0.95, -0.93, -0.68, -0.23, -0.42, -0.21, -0.60, -0.43, -0.22, -0.15, -0.25, 0.19, 0.21, 0.22, 0.22, 0.21, 0.22, 0.24, 0.45, 0.19, 0.23, 0.21, 0.21, 0.17, 0.18, 0.16, 0.22, 0.21, 0.21, 0.20, 0.24, 0.20, 0.26, 0.24, 0.20, 0.21, 0.21, 0.19, 0.21, 0.21, 0.21, 0.23, 0.21, 0.22, 0.20, 0.25, 0.22],
  "e_above_lowest_kcal_mol": 2.9,
  "total_charge": 0,
  "mol_weight_g_mol": 477.6,
  "smiles": "CCn1cc(C(=O)NCCCOC(C)C)c(=O)c2cc(S(=O)(=O)N3CCC(C)CC3)ccc21",
  "e_homo_ev": -8.73
}

---

{
  "formula": "C8H6NO4",
  "method": "ωB97M-V/def2-TZVPD",
  "symbols": ["C", "C", "C", "C", "C", "C", "C", "C", "N", "O", "O", "O", "O", "H", "H", "H", "H", "H", "H"],
  "coordinates": [[-1.1840, -1.8134, 2.2797], [-0.6075, -2.3549, 1.0999], [-1.1744, -0.4121, 2.5718], [-0.3098, -1.5046, 0.0236], [-0.7381, 0.3980, 1.5607], [-0.3497, -0.1566, 0.2848], [0.8777, 1.2487, -3.1218], [0.0032, 0.7019, -0.8162], [2.2472, 2.1090, -1.1541], [0.4916, 1.0280, -4.1867], [3.1048, 2.8312, -1.0702], [0.4135, 0.2873, -1.9540], [1.5514, 2.1634, -2.6328], [-1.5470, -2.5052, 3.1042], [-0.5287, -3.4144, 0.8353], [-1.5507, 0.0146, 3.4542], [-0.0661, -1.8535, -0.9979], [-0.6510, 1.5009, 1.5600], [0.0176, 1.7315, -0.8404]],
  "forces_ev_per_a": [[0.733, -0.687, 1.140], [-0.921, 0.308, -0.840], [0.291, -1.332, -2.174], [0.030, -1.307, 0.711], [0.691, 0.916, -1.982], [0.018, 1.785, -0.553], [-1.716, -1.251, 0.575], [0.295, -1.660, -0.450], [2.296, 0.709, 1.817], [-0.398, -0.877, -0.730], [-1.912, -1.193, -0.913], [-0.197, -1.380, -0.114], [2.031, 3.002, -0.018], [0.479, 0.836, -1.316], [-0.298, 0.239, 0.880], [-0.358, 0.140, 1.142], [-0.052, -0.002, 0.935], [-0.352, -0.706, 0.698], [-0.663, 2.461, 1.193]],
  "nbo_charge": [-0.08, -0.22, -0.22, -0.09, -0.10, -0.23, 1.00, 0.48, 0.49, -0.43, -0.02, -0.49, -0.51, 0.25, 0.25, 0.25, 0.25, 0.23, 0.18],
  "e_above_lowest_kcal_mol": 19.6,
  "total_charge": 1,
  "mol_weight_g_mol": 180.1,
  "e_homo_ev": -13.97
}

---

{
  "formula": "C5H10O",
  "method": "ωB97M-V/def2-TZVPD",
  "symbols": ["C", "C", "C", "C", "O", "H", "H", "H", "H", "H", "H", "C", "H", "H", "H", "H"],
  "coordinates": [[0.7916, 1.0933, -0.8034], [0.1950, 0.5399, 0.4532], [-1.1078, 0.3601, 0.4907], [-2.3794, 0.7370, 1.0037], [-2.0939, 0.6258, -0.4215], [1.8642, 0.9284, -0.9115], [0.6113, 2.1731, -0.7492], [0.2734, 0.7258, -1.6932], [0.7883, 0.3894, 1.3479], [-3.1395, 0.0761, 1.3951], [-2.3949, 1.7725, 1.3370], [1.3230, -1.8893, -0.2917], [1.5070, -2.9056, 0.0376], [2.1120, -1.2309, 0.0840], [1.2903, -1.8166, -1.3807], [0.3592, -1.5789, 0.1020]],
  "forces_ev_per_a": [[0.109, 0.038, -0.135], [-0.288, 0.340, 0.117], [0.372, 0.659, 0.129], [-0.323, 0.015, 0.413], [-0.082, 0.225, -0.191], [-0.117, -0.072, 0.042], [0.178, -0.007, -0.236], [0.133, 0.017, 0.111], [-0.131, 0.188, -0.060], [0.058, -0.175, -0.037], [-0.416, -0.095, 0.112], [0.032, -0.280, -0.050], [0.209, -0.218, -0.173], [-0.172, -0.188, -0.017], [0.087, -0.175, 0.094], [0.351, -0.272, -0.119]],
  "nbo_charge": [-0.64, -0.25, 0.23, -0.12, -0.48, 0.22, 0.22, 0.23, 0.22, 0.20, 0.19, -0.86, 0.21, 0.20, 0.21, 0.23],
  "e_above_lowest_kcal_mol": 73.1,
  "total_charge": 0,
  "mol_weight_g_mol": 86.1,
  "smiles": "C/C=C1/CO1.C",
  "e_homo_ev": -8.59
}